(1)
Below is a 2-piece molecular cluster, CH6P2 overall at a distorted geometry, with properties calculated with wB97M-V/def2-TZVPD.

The geometry in XYZ format:
```
9
Properties=species:S:1:pos:R:3:forces:R:3
P 1.6461 -0.7591 -0.9963 1.627 0.533 -0.702
P -1.3191 0.5597 0.5355 -1.379 0.708 -1.367
C -0.0893 0.3084 1.6643 1.104 0.907 1.555
H -1.6325 -0.7485 0.0703 0.245 0.148 0.200
H -0.4592 0.8774 -0.5685 -0.800 0.482 0.139
H 0.1402 -0.6249 2.0720 0.243 -1.369 0.560
H 0.3134 -0.4536 -1.0160 -0.596 -0.340 -0.430
H 1.4582 -1.9554 -0.3504 -0.217 -0.892 0.514
H 0.3713 1.1417 2.2069 -0.226 -0.177 -0.469
```
Forces are in eV/Å.

Kohn-Sham gap (alpha / beta): 9.0 / 8.2 eV
Expectation value of S²: 2.0088
ΔE to the lowest compared entry with this formula, charge and spin: 0.0 kcal/mol
Max |F|: 2.11 eV/Å
E_tot: -724.220769 Eh
Multiplicity: 3

---

(2)
Below is C3H10N2O2S as an isolated structure at a distorted geometry, with properties calculated with wB97M-V/def2-TZVPD.

The geometry in XYZ format:
```
18
Properties=species:S:1:pos:R:3:forces:R:3
S -1.0116 1.5259 -3.0097 -0.047 0.083 -0.098
O 1.6073 -0.4396 3.4137 0.235 0.177 0.566
O 0.8840 0.2551 1.4122 -0.407 0.337 -0.615
N -0.9703 -0.8678 0.2238 0.483 -0.465 -0.196
N 1.3635 -1.9529 1.7008 0.166 0.367 -0.011
C 1.3230 -0.6102 2.2553 -0.245 -0.773 -0.009
C -0.8029 1.0361 -1.2795 -0.046 0.057 -0.011
C -1.0195 -0.4585 -1.1890 -0.034 -0.176 0.231
H -0.6789 -1.8341 0.3641 -0.206 0.003 -0.030
H -0.0628 -0.2988 0.7688 0.762 0.511 0.458
H -1.9654 -0.7456 -1.6321 -0.222 -0.066 -0.163
H -1.5272 1.5380 -0.6383 -0.039 0.101 -0.061
H -0.2295 -1.0068 -1.6928 0.099 0.050 -0.178
H 1.7580 -2.5623 2.3983 0.074 -0.194 0.183
H 0.1932 1.2883 -0.9346 0.115 0.018 0.078
H 1.9904 -1.9393 0.9068 -0.055 -0.115 -0.228
H -0.6150 2.7951 -2.8550 0.000 -0.019 -0.006
H -1.7940 -0.6838 0.7619 -0.633 0.103 0.091
```
Forces are in eV/Å.

Kohn-Sham gap: 9.6 eV
ΔE to the lowest compared entry with this formula, charge and spin: 18.3 kcal/mol
Max |F|: 1.03 eV/Å
E_tot: -778.496481 Eh

---

(3)
Below is an isolated ion of composition C4H8N and charge +1 at a distorted geometry, with properties calculated with wB97M-V/def2-TZVPD.

The geometry in XYZ format:
```
13
Properties=species:S:1:pos:R:3:forces:R:3
N -0.1063 -0.3673 -0.2147 -2.293 1.741 -1.039
C -0.5468 0.7088 0.2706 -2.949 1.101 1.340
C -0.4303 -1.2082 -1.3096 -0.429 -2.909 -0.058
C 0.8823 -1.2998 -0.4437 1.082 -0.877 -1.455
C 0.1103 1.5597 1.2755 -1.616 0.778 1.363
H 1.1262 1.3091 1.3285 1.713 0.368 -0.158
H -1.6361 0.9734 -0.0270 2.048 -0.376 0.167
H -0.2151 1.5108 2.3725 -0.264 -0.751 -1.498
H 1.6874 -0.8842 -1.0844 0.090 -0.581 1.189
H 1.0291 -1.9965 0.4220 0.056 0.338 -1.400
H -0.4951 -0.9183 -2.3603 1.140 1.081 0.429
H -1.2129 -2.0039 -1.3237 0.552 0.659 1.480
H -0.1928 2.6162 1.0943 0.869 -0.572 -0.359
```
Forces are in eV/Å.

Kohn-Sham gap: 11.9 eV
ΔE to the lowest compared entry with this formula, charge and spin: 35.8 kcal/mol
Charge: +1
SMILES: CC=[N+]1CC1
Max |F|: 3.42 eV/Å
E_tot: -211.614046 Eh

---

(4)
Below is a 2-piece molecular cluster, C56H47N4 overall at a distorted geometry, with properties calculated with wB97M-V/def2-TZVPD.

The geometry in XYZ format:
```
107
Properties=species:S:1:pos:R:3:forces:R:3
N 4.4198 0.5573 -2.1263 -0.808 0.147 0.564
N -4.8519 1.2762 -2.1627 -0.069 -0.070 0.216
N 1.6440 -2.7934 3.0103 -0.163 0.876 -0.435
N -6.1833 -0.1410 6.0169 2.371 -0.679 -1.392
C 3.2330 0.4689 -0.0469 -0.244 -0.082 0.538
C 0.9299 -1.6663 3.1755 -1.235 -0.179 -1.022
C 7.0400 3.7244 -1.1854 -0.235 0.007 -0.062
C -5.1741 2.6163 -2.4757 -0.480 0.522 -0.165
C 5.5620 -1.5422 -5.5752 0.064 -0.031 0.035
C 2.1169 0.1172 0.6776 -0.125 0.355 -0.130
C 2.1795 -5.0700 2.5111 -0.258 -0.236 0.347
C -5.2268 3.5790 -1.4573 -0.203 -0.018 -0.234
C 7.4736 2.3967 -1.0977 -0.124 0.252 -0.028
C -5.6599 0.2423 -2.7448 -0.190 -0.332 -0.054
C 0.9202 -0.3635 -1.3840 0.211 -0.091 -0.054
C -5.3755 -0.2510 -4.0240 -0.116 0.011 0.502
C 5.9670 -0.2115 -5.3904 -0.229 -0.354 0.133
C 3.1283 -2.8417 2.9470 0.550 0.008 0.412
C -2.6617 -0.7741 -0.0849 0.872 0.674 0.106
C 1.0355 -4.0431 2.5324 0.029 -0.389 -0.697
C 1.4785 -0.5767 3.9920 0.537 0.557 0.897
C 1.6544 1.8002 4.5669 0.353 -0.074 0.029
C 1.1508 0.7866 3.7622 0.132 -0.569 0.065
C -3.9856 -0.8275 4.7862 0.306 0.173 -0.320
C 0.8984 -0.2285 0.0363 0.419 -1.022 -0.309
C -1.5637 -0.8278 4.6686 -0.323 0.554 0.282
C -3.8389 -0.3192 -0.6458 -0.238 0.178 -0.183
C 4.7833 -0.1549 -3.2817 0.177 -0.301 -0.824
C -7.2947 -1.7190 -3.8758 -0.067 0.089 0.103
C 2.3304 -0.8677 5.0914 -0.236 0.360 -0.351
C -2.8310 -1.9098 2.9533 -0.415 0.434 -0.244
C -2.7463 -0.5171 5.3499 0.435 -0.227 0.067
C 3.4774 -4.2616 2.4863 0.158 0.134 -0.399
C -5.7059 4.8570 -1.7303 0.302 -0.080 -0.389
C 4.3777 -1.4888 -3.4699 0.285 0.214 0.043
C 3.2346 0.2970 -1.4407 0.741 0.064 -0.528
C -1.5505 0.0863 0.0602 -2.053 -0.834 -0.595
C 5.2570 1.6392 -1.7082 0.595 0.206 0.290
C 4.7911 2.9607 -1.7061 0.266 -0.326 -0.291
C -0.3905 -1.5260 2.4971 0.706 -4.182 2.497
C -6.0217 5.2188 -3.0478 -0.085 -0.144 0.126
C -5.5251 2.9666 -3.7877 0.188 0.092 0.320
C 2.9238 0.1604 5.8213 -0.069 0.094 -0.124
C -3.8761 0.9648 -1.2206 -0.031 -0.409 -0.477
C -0.3424 -0.3360 0.7329 1.732 3.274 1.434
C -7.5658 -1.2348 -2.5885 0.330 0.030 -0.115
C 5.5846 0.4781 -4.2453 -0.147 -0.112 0.092
C 2.5936 1.4983 5.5595 -0.390 -0.337 0.192
C 2.0762 -0.1528 -2.1091 -0.198 0.109 0.251
C -5.9120 4.2739 -4.0753 0.037 0.106 0.325
C 4.7844 -2.1889 -4.6028 0.060 0.454 -0.213
C 5.7037 4.0003 -1.5106 0.072 -0.161 0.355
C -1.5912 -1.4198 3.3993 -0.075 0.364 -0.270
C -2.8135 1.8653 -1.0106 0.032 -0.260 -0.018
C -5.1984 -0.4376 5.4524 -2.297 0.619 1.308
C -6.7336 -0.2696 -2.0163 -0.039 -0.096 -0.330
C -4.0218 -1.5133 3.5660 0.247 -0.402 0.055
C -1.6507 1.4317 -0.4170 0.126 -0.722 0.720
C -6.1918 -1.2366 -4.5841 0.126 0.149 0.095
C 6.5927 1.3600 -1.3842 -0.271 0.144 -0.038
H 3.7517 -1.9666 -2.7178 0.247 0.013 -0.179
H -6.3661 6.2316 -3.2622 0.114 -0.317 0.025
H -2.9158 2.8917 -1.3561 0.309 -0.362 -0.094
H 4.1239 0.8583 0.4582 -0.328 -0.296 -0.248
H 2.1417 -5.7002 3.4068 -0.043 0.123 -0.171
H -6.1205 4.5522 -5.1086 -0.046 -0.050 0.307
H 6.9318 0.3248 -1.3882 -0.075 0.215 0.008
H -5.8036 5.5662 -0.9085 0.044 -0.079 -0.300
H -2.7028 -0.0152 6.3214 0.001 -0.249 -0.376
H 4.4768 -3.2313 -4.7305 0.149 0.425 -0.009
H 0.0053 -0.6051 -1.9320 0.239 0.009 0.353
H 5.8568 -2.0834 -6.4769 -0.064 0.195 0.309
H 5.3561 5.0297 -1.6015 0.143 -0.255 0.119
H -7.9471 -2.4731 -4.3299 0.289 0.312 0.230
H 5.9003 1.5113 -4.0761 -0.110 -0.404 -0.190
H -2.5573 -1.8233 0.1969 -0.157 0.425 0.053
H 2.0928 -5.7279 1.6385 0.002 0.136 0.287
H 2.1553 0.1900 1.7622 0.051 -0.006 -0.419
H -2.8718 -2.5599 2.0742 -0.039 0.471 0.251
H -4.7279 -0.9571 -0.6573 0.538 0.160 -0.347
H 2.0992 -0.2915 -3.1925 -0.084 0.136 0.423
H -0.6138 -0.5666 5.1321 -0.398 0.063 -0.124
H 2.5046 -1.9033 5.3859 -0.040 0.353 -0.112
H -5.9462 -1.6196 -5.5762 -0.189 0.075 0.289
H 2.9960 2.2924 6.1896 -0.001 -0.225 -0.264
H 3.6504 -0.0875 6.5993 -0.380 0.126 -0.159
H -0.5548 -2.3077 1.7480 0.078 -0.118 0.545
H 0.5359 1.0675 2.9132 -0.152 -0.037 0.256
H 3.5266 -2.0833 2.2514 -0.404 -0.187 0.242
H 4.2466 -4.7020 3.1250 -0.120 0.058 -0.141
H 0.6429 -3.9315 1.5082 0.130 0.073 0.312
H 3.8750 -4.2204 1.4692 0.008 -0.041 0.120
H 0.2001 -4.3414 3.1808 0.235 0.246 -0.122
H -4.9849 -1.7243 3.1001 0.293 -0.202 0.214
H 3.7371 3.1569 -1.9183 0.363 0.000 -0.043
H -5.4751 2.2084 -4.5678 -0.073 0.330 0.156
H 7.7380 4.5471 -0.9941 -0.306 -0.367 -0.124
H 8.5029 2.1732 -0.8181 -0.250 0.065 -0.117
H 1.3405 2.8340 4.4012 0.169 -0.383 -0.002
H -4.8831 3.3072 -0.4588 -0.407 0.109 -0.164
H -0.3129 -0.1616 1.8527 0.060 1.908 -2.344
H 6.5739 0.3067 -6.1342 -0.173 -0.274 0.153
H -0.8165 2.1355 -0.3245 -0.230 -0.403 0.115
H -8.4104 -1.6106 -2.0158 0.129 0.009 -0.177
H -4.5041 0.1502 -4.5392 -0.205 -0.196 -0.029
H -6.8781 0.0858 -0.9957 -0.191 -0.013 -0.284
H 3.5725 -2.6378 3.9263 -0.174 -0.101 -0.338
```
Forces are in eV/Å.

Kohn-Sham gap: 4.5 eV
ΔE to the lowest compared entry with this formula, charge and spin: 39.1 kcal/mol
Charge: +1
Max |F|: 4.92 eV/Å
E_tot: -2380.807596 Eh

---

(5)
Below is one molecule with the formula C5H8O2, with properties calculated with wB97M-V/def2-TZVPD.

The geometry in XYZ format:
```
15
Properties=species:S:1:pos:R:3:forces:R:3
O -2.4420 1.0526 0.2375 0.269 0.136 -0.040
O 0.1379 0.0303 0.1658 -0.040 0.164 0.055
C 2.3937 0.6347 -0.0305 0.634 -0.212 0.214
C -2.1633 -0.2955 0.5391 0.045 -0.395 0.060
C 3.3419 1.2308 0.4135 -0.602 0.021 -0.132
C 1.3110 -0.1930 -0.5843 0.097 0.119 -0.141
C -0.9475 -0.7868 -0.2267 -0.165 -0.145 -0.033
H -0.7192 -1.8340 0.0236 -0.150 0.054 -0.112
H 1.1573 0.1012 -1.6327 -0.054 -0.082 0.043
H 4.1141 1.8457 0.8299 -0.149 -0.257 -0.159
H -1.5872 1.5065 0.2859 -0.233 0.053 0.017
H -1.9877 -0.4345 1.6163 -0.026 0.039 -0.124
H -1.1422 -0.6979 -1.3095 0.150 -0.017 0.180
H -3.0395 -0.8902 0.2558 0.150 0.114 0.046
H 1.5726 -1.2699 -0.5837 0.074 0.409 0.128
```
Forces are in eV/Å.

Kohn-Sham gap: 11.1 eV
ΔE to the lowest compared entry with this formula, charge and spin: 67.1 kcal/mol
SMILES: C#CCOCCO
Max |F|: 0.70 eV/Å
E_tot: -345.698072 Eh

---

(6)
Below is C5H5NOS as an isolated structure, with properties calculated with wB97M-V/def2-TZVPD.

The geometry in XYZ format:
```
13
Properties=species:S:1:pos:R:3:forces:R:3
S -2.8478 -0.3602 0.0017 0.213 -0.007 0.003
O 2.0121 -0.2051 0.0000 0.314 0.053 -0.085
N 0.1197 1.3777 -0.0300 0.397 -0.110 0.157
C -0.1940 0.3359 1.0028 -0.416 -0.037 0.787
C 0.9178 -0.6950 0.7369 -0.345 -0.729 0.458
C 0.9110 -0.7316 -0.7251 -0.264 0.425 0.173
C -1.2617 -0.1015 -0.0036 -0.119 -0.038 0.083
C -0.1998 0.3007 -1.0210 0.055 -0.306 0.347
H -0.6358 2.0448 -0.0276 -0.291 0.304 -0.074
H 1.0491 -1.5719 1.3902 0.049 0.584 -0.381
H 1.0660 -1.5979 -1.3399 0.071 -0.183 -0.118
H -0.4762 0.6288 2.0336 0.367 -0.105 -0.714
H -0.4605 0.5753 -2.0180 -0.031 0.150 -0.635
```
Forces are in eV/Å.

Kohn-Sham gap: 8.9 eV
ΔE to the lowest compared entry with this formula, charge and spin: 88.1 kcal/mol
Max |F|: 0.93 eV/Å
E_tot: -721.579206 Eh